2 unconnected molecules or ions with the total composition C4H10N3, computed with ωB97M-V/def2-TZVPD.

CARTESIAN COORDINATES (ANGSTROEM)
C 0.4337 0.5663 0.1687
C 1.2481 -1.1776 1.5655
C -0.9355 -1.3605 -0.3896
C -1.6599 -2.4905 -0.8707
N 1.2963 0.1300 0.9498
N -0.5815 -0.2307 -0.3249
N 0.3887 3.5497 -0.6454
H 0.5292 1.6610 -0.0617
H 2.2266 -1.5401 1.3255
H 0.5246 -1.8390 1.0884
H 1.0341 -0.8258 2.6660
H -2.7578 -2.4111 -0.5824
H -1.5339 -3.4082 -0.1758
H -1.4270 -2.5054 -1.8506
H -0.5837 3.4031 -0.9447
H 0.6770 4.2951 -1.2260
H 0.3406 3.9475 0.3005

Computed properties:
E_HOMO in Eh: -0.5021
M in Da: 100.1
Gap between HOMO and LUMO in hartree: 0.31712
Net charge: +1
Energy above the lowest of the compared OMol25 structures with the same formula, charge and spin in kcal/mol: 94.08

Atom charges from the Löwdin analysis, given in e for atoms 1 to 8:
1. C -0.187
2. C -0.057
3. C 0.034
4. C 0.033
5. N 0.048
6. N 0.253
7. N 0.006
8. H 0.091

A molecular structure, C32H25N2O2PRuS2, computed with ωB97M-V/def2-TZVPD.

CARTESIAN COORDINATES (ANGSTROEM)
Ru -1.3218 0.1526 0.5391
S -2.8471 -1.6465 0.5424
C -3.9290 -0.3086 0.6970
N -3.2854 0.8280 0.6371
C -4.1039 1.9266 0.8625
C -3.7134 3.2606 0.9047
C -4.6880 4.2112 1.1343
C -6.0258 3.8447 1.3173
C -6.4169 2.5200 1.2836
C -5.4379 1.5585 1.0597
S -5.6178 -0.1822 0.9916
H -2.6714 3.5251 0.7796
H -4.4137 5.2564 1.1795
H -6.7679 4.6113 1.4939
H -7.4511 2.2405 1.4327
O -0.5428 1.8585 1.5262
C -0.3807 1.0256 2.4882
O -1.2620 0.1383 2.6803
C 0.9734 0.8257 3.0605
C 1.4427 1.2717 4.2828
C 2.7293 0.9243 4.6681
C 3.5206 0.1310 3.8480
C 3.0392 -0.3219 2.6281
C 1.7569 0.0250 2.2197
P 1.0448 -0.5014 0.6118
C 1.9889 0.4812 -0.5906
C 2.3037 -0.0171 -1.8554
C 2.9641 0.7834 -2.7752
C 3.3013 2.0892 -2.4488
C 2.9834 2.5936 -1.1958
C 2.3345 1.7944 -0.2674
C 1.5447 -2.2280 0.4291
C 0.6680 -3.1943 0.9224
C 1.0055 -4.5371 0.8653
C 2.2146 -4.9208 0.3004
C 3.0865 -3.9635 -0.1995
C 2.7558 -2.6179 -0.1365
H 0.8175 1.8796 4.9230
H 3.1144 1.2691 5.6183
H 4.5191 -0.1414 4.1627
H 3.6608 -0.9490 2.0025
H 2.0493 -1.0342 -2.1237
H 3.2162 0.3814 -3.7479
H 3.8191 2.7111 -3.1671
H 3.2504 3.6090 -0.9340
H 2.0952 2.1957 0.7091
H -0.2711 -2.8901 1.3715
H 0.3278 -5.2821 1.2603
H 2.4759 -5.9693 0.2456
H 4.0269 -4.2640 -0.6424
H 3.4366 -1.8770 -0.5400
N -1.5191 0.4141 -1.5501
C -0.8800 -0.4540 -2.5415
C -0.6974 -1.7996 -2.2793
C -0.0956 -2.6056 -3.2361
C 0.3269 -2.0630 -4.4406
C 0.1364 -0.7108 -4.6954
C -0.4738 0.0959 -3.7478
H -1.2464 1.3751 -1.7485
H -2.5288 0.3725 -1.6822
H -1.0285 -2.2214 -1.3418
H 0.0483 -3.6582 -3.0295
H 0.8002 -2.6917 -5.1827
H 0.4574 -0.2832 -5.6358
H -0.6191 1.1526 -3.9432

Computed properties:
E_HOMO (spin up / spin down) in Eh: -0.4077 / -0.4125
M in Da: 665.7
Gap between HOMO and LUMO (spin up / spin down) in hartree: 0.30236 / 0.25342
Multiplicity: 2
Net charge: +1
⟨S²⟩: 0.76
Energy above the lowest of the compared OMol25 structures with the same formula, charge and spin in kcal/mol: 0.00

Atom charges from the Löwdin analysis, given in e for atoms 1 to 8:
1. Ru 1.018
2. S 0.678
3. C -1.058
4. N -0.154
5. C -0.285
6. C -0.009
7. C -0.064
8. C -0.068

A gas-phase ion, C7H11N2O3 (charge +1), computed with ωB97M-V/def2-TZVPD.

CARTESIAN COORDINATES (ANGSTROEM)
C 0.7372 -2.0461 0.7447
C 0.2210 -0.5798 0.8387
O 1.2355 0.3705 0.6308
C 1.4743 0.2432 -0.7773
C 0.0681 -0.0567 -1.4612
C -0.8656 -0.1570 -0.2073
O -1.9796 -1.0287 -0.3106
C -3.1858 -0.4610 -0.0088
O -4.2668 -0.8348 0.1086
N -2.7368 0.9490 0.4068
C -1.4789 1.1945 0.2443
N -0.9204 2.3401 0.2541
H 0.8867 -2.5975 -0.2988
H 0.1560 -2.7493 1.3121
H 1.6549 -1.9369 1.3708
H -0.2565 -0.3673 1.8695
H 2.0498 -0.5794 -0.9453
H 1.8357 1.1947 -1.2479
H -0.2727 0.6154 -2.1915
H 0.1231 -1.0586 -1.8630
H -3.4605 1.5659 0.8813
H 0.0922 2.3647 0.3263
H -1.4312 3.1752 0.3870

Computed properties:
E_HOMO in Eh: -0.5343
M in Da: 171.2
Gap between HOMO and LUMO in hartree: 0.39672
Net charge: +1
SMILES: C[C@H]1OCC[C@@]12OC(=O)NC2=[NH2+]
Energy above the lowest of the compared OMol25 structures with the same formula, charge and spin in kcal/mol: 0.00

Atom charges from the Löwdin analysis, given in e for atoms 1 to 8:
1. C 0.000
2. C -0.310
3. O -0.093
4. C -0.120
5. C -0.005
6. C -0.277
7. O 0.139
8. C -0.386

7 unconnected molecules or ions with the total composition C22H59BNO20PS7, computed with ωB97M-V/def2-TZVPD.

CARTESIAN COORDINATES (ANGSTROEM)
N -3.6118 2.8026 0.5331
C -2.9236 2.4945 -0.7363
B -1.5705 2.2614 0.0025
C -0.5968 3.4511 0.2582
C 0.3846 3.3527 1.4330
C 0.7050 4.6676 2.1105
O 0.2540 5.7581 1.8369
O 1.6009 4.5781 3.1208
P -1.1997 0.4629 0.6408
S 0.7020 -0.0480 0.6275
H -3.5008 3.7882 0.7323
H -4.6047 2.6097 0.4809
H -3.3385 1.5887 -1.1902
H -2.9365 3.3101 -1.4685
H -0.0224 3.5841 -0.6728
H -1.2022 4.3636 0.3423
H 0.0434 2.6556 2.2076
H 1.3409 2.9442 1.0787
H 1.8661 3.6525 3.2426
H -1.8509 0.2967 1.8741
H -1.9815 -0.3569 -0.1877
C 6.2975 -1.4791 3.2208
C 5.9949 -0.3293 2.2837
O 6.2824 -0.6317 0.8991
S 5.2511 -1.5807 0.1399
C 5.8089 -1.2791 -1.4946
O 3.9351 -1.0523 0.3278
O 5.5140 -2.9429 0.4936
H 5.6334 -2.3232 3.0454
H 6.1698 -1.1443 4.2510
H 7.3230 -1.8228 3.0867
H 4.9550 -0.0076 2.3603
H 6.6307 0.5272 2.4993
H 5.6225 -0.2392 -1.7449
H 5.2410 -1.9342 -2.1483
H 6.8667 -1.5189 -1.5534
C -1.0396 -5.8392 2.1810
C -1.0269 -5.6788 3.6841
O -0.3679 -4.4593 4.1167
S -1.1488 -3.0951 3.9377
C -0.0745 -2.0978 4.9074
O -2.4304 -3.2064 4.5696
O -1.0764 -2.6649 2.5774
H -1.6612 -5.0837 1.7033
H -1.4296 -6.8245 1.9252
H -0.0324 -5.7514 1.7762
H -2.0309 -5.7024 4.1097
H -0.4435 -6.4659 4.1567
H -0.1139 -2.4340 5.9394
H -0.4402 -1.0773 4.8179
H 0.9283 -2.1761 4.4966
C -6.4802 3.6332 4.0048
C -7.6498 4.5802 3.8451
O -7.5079 5.4715 2.7105
S -7.7576 4.8643 1.2681
C -7.8302 6.3808 0.3884
O -9.0297 4.2072 1.2600
O -6.6003 4.1337 0.8488
H -6.4246 2.9199 3.1848
H -6.5941 3.0792 4.9369
H -5.5414 4.1863 4.0362
H -8.5966 4.0470 3.7529
H -7.7245 5.2565 4.6937
H -8.6992 6.9394 0.7238
H -7.9210 6.1189 -0.6637
H -6.9061 6.9256 0.5668
C -3.7254 9.6483 -2.2956
C -2.5242 8.8014 -1.9352
O -2.3345 8.6586 -0.5060
S -3.3023 7.6742 0.2691
C -2.3950 7.5586 1.7587
O -3.2980 6.4085 -0.4093
O -4.5646 8.3144 0.4944
H -4.6574 9.1650 -2.0085
H -3.7365 9.8104 -3.3737
H -3.6772 10.6147 -1.7944
H -2.5788 7.8070 -2.3798
H -1.6012 9.2694 -2.2696
H -1.4414 7.0728 1.5579
H -2.9986 6.9531 2.4331
H -2.2642 8.5575 2.1663
C 8.7247 -3.2243 -6.4190
C 8.3103 -1.8054 -6.0980
O 7.0175 -1.4505 -6.6542
S 5.7290 -2.0316 -5.9403
C 4.5430 -1.0045 -6.7285
O 5.8028 -1.7172 -4.5427
O 5.5221 -3.3905 -6.3305
H 8.0791 -3.9520 -5.9311
H 9.7469 -3.3824 -6.0747
H 8.6832 -3.4018 -7.4932
H 8.2881 -1.6199 -5.0236
H 8.9887 -1.0856 -6.5501
H 4.7178 0.0263 -6.4350
H 3.5680 -1.3436 -6.3853
H 4.6344 -1.1337 -7.8032
C -2.2071 -9.6433 -1.4598
C -1.1068 -10.5549 -1.9579
O 0.1866 -9.9027 -2.0205
S 0.9499 -9.6632 -0.6510
C 2.5152 -9.2496 -1.3318
O 1.0237 -10.9064 0.0556
O 0.4058 -8.5192 0.0126
H -2.0591 -9.3685 -0.4173
H -3.1641 -10.1579 -1.5501
H -2.2423 -8.7272 -2.0488
H -1.0135 -11.4533 -1.3468
H -1.2883 -10.8630 -2.9851
H 2.9146 -10.1171 -1.8487
H 3.1504 -8.9722 -0.4935
H 2.3886 -8.4069 -2.0055

Computed properties:
E_HOMO in Eh: -0.2848
M in Da: 924.0
Gap between HOMO and LUMO in hartree: 0.29761
SMILES: NCB(CCC(=O)O)[PH2]=S.CCOS(C)(=O)=O.CCOS(C)(=O)=O.CCOS(C)(=O)=O.CCOS(C)(=O)=O.CCOS(C)(=O)=O.CCOS(C)(=O)=O

Atom charges from the Löwdin analysis, given in e for atoms 1 to 8:
1. N 0.044
2. C -0.232
3. B -0.492
4. C -0.138
5. C -0.157
6. C -0.492
7. O 0.088
8. O 0.106